DFT (ωB97M-V/def2-TZVPD) results for a structure of composition C27H28N6ORuS.

As for the net charge: +3. For the HOMO energy (spin up / spin down), the calculation gives -16.770 / -16.776 eV. For the max |F|, the calculation gives 0.48 eV Å⁻¹. As for the spin multiplicity: 2. The total energy is -52835.6144 eV. The energy above the lowest of the compared OMol25 structures with the same formula, charge and spin comes out at 48.7 kJ/mol. As for the expectation value of S²: 0.7555.

Atoms and positions in Å:
C -4.317 1.627 -2.410
C -3.095 1.637 -1.750
C -0.596 -3.073 1.540
N -2.402 2.669 -1.103
H 0.751 -4.779 -0.363
Ru 0.493 0.011 -0.172
C -2.292 0.505 -1.631
H 3.316 -3.602 -1.559
C -0.798 -2.707 4.368
H -0.378 0.166 4.640
C 0.039 1.751 2.275
H -0.892 -2.566 5.436
H -1.227 -4.792 4.403
H -5.646 0.350 -3.473
C 7.090 -1.076 1.218
C 0.508 -3.777 -2.957
H 2.255 -5.631 -0.673
H -4.931 2.513 -2.499
C -0.896 -4.119 2.390
N -1.131 0.881 -0.933
H 1.542 2.137 0.932
N -0.099 -0.574 1.578
O 0.312 -1.659 -1.364
C 1.604 -4.839 -1.038
C -0.378 -1.836 2.131
H -0.520 -3.643 -2.614
C -1.266 2.176 -0.632
H -0.964 2.185 2.314
H 0.429 -5.897 -2.549
H -0.553 3.704 0.707
H 5.168 -1.006 2.167
S 1.419 -2.403 -2.185
H 1.994 -5.334 -3.106
H -0.562 -3.187 0.466
H 0.525 3.339 -0.641
H 7.682 -0.517 -2.084
N -0.301 -0.293 3.743
H 7.620 -1.320 2.129
C 5.756 -0.449 -1.162
H -1.086 -5.101 1.978
C 3.657 -0.401 0.058
C -4.704 0.417 -2.948
H 2.473 -3.005 -0.116
C -0.986 -3.942 3.780
C 5.061 -0.588 0.047
C 7.125 -0.624 -1.163
C 1.144 -5.080 -2.472
C 5.722 -0.902 1.244
C 7.787 -0.935 0.021
C -3.903 -0.732 -2.831
H 8.861 -1.069 0.012
N 0.562 1.874 0.880
H 0.547 -3.637 -4.035
N 2.512 -0.252 0.066
C -0.169 2.899 0.078
H -2.073 -1.594 -2.085
C -0.086 0.305 2.581
H -2.712 3.628 -1.026
C -0.499 -1.661 3.507
H 5.229 -0.203 -2.075
H 0.663 2.296 2.983
C 2.340 -3.506 -1.074
H -4.252 -1.655 -3.272
C -2.688 -0.712 -2.177